The following is a quantum chemistry calculation of a structure of composition C13H33NO8P3PtSe2, from the Open Molecules 2025 dataset.

Calculated values
- Highest occupied orbital energy (spin up / spin down): -3.61 / -4.30 eV
- Multiplicity: 3
- Energy relative to the best compared isomer or geometry (same formula, charge and spin): 0.0 kJ/mol
- HOMO-LUMO gap (spin up / spin down): 5.9 / 6.6 eV
- E_LUMO (spin up / spin down): 2.310 / 2.261 eV
- Total charge: -1
- <S²>: 2.01

XYZ file:
```
61
Properties=species:S:1:pos:R:3:forces:R:3:lowdin_charge:R:1
Pt -0.242400 -0.192187 -0.387969 -0.1 -0.1 -0.1 0.400
O -2.720628 4.739822 2.155296 0.0 0.0 0.0 -0.069
C -1.691999 4.655070 1.155695 0.0 0.0 0.0 -0.210
C -1.309537 3.196358 0.872989 0.0 0.0 0.0 -0.568
C -0.612587 2.601606 2.101433 0.0 0.0 0.0 -0.260
O -1.427213 2.541545 3.267101 0.0 0.0 0.0 -0.069
C -0.347714 3.292720 -0.334492 0.0 0.0 0.0 -0.571
Se 1.070611 1.950240 -0.520051 0.0 0.1 0.0 0.538
C -2.588486 2.422718 0.517654 0.1 0.0 0.0 -0.528
Se -2.462472 0.778684 -0.561663 -0.1 0.0 0.1 0.559
H -2.880563 5.667094 2.349112 0.0 0.0 0.0 0.091
H -0.800626 5.195950 1.494787 0.0 0.0 0.0 0.126
H -2.047460 5.115412 0.226303 0.0 0.0 0.0 0.126
H 0.300725 3.180233 2.299637 0.0 0.0 0.0 0.124
H -0.308994 1.581226 1.875017 0.0 0.0 0.0 0.036
H -1.980912 3.332228 3.281221 0.0 0.0 0.0 0.057
H 0.177931 4.251124 -0.310733 0.0 0.0 0.0 0.046
H -0.956636 3.267159 -1.240033 0.0 0.0 0.0 0.045
H -3.242699 3.073897 -0.067314 0.0 0.0 0.0 0.055
H -3.122815 2.168012 1.430778 0.0 0.0 0.0 0.054
N 0.275683 0.288298 -3.622099 0.0 0.0 0.0 0.153
C 0.638272 -1.163131 -3.810117 0.0 0.0 0.0 -0.523
C 0.948649 -1.364382 -5.288706 0.0 0.0 0.0 -0.091
P 2.025498 -1.690563 -2.735890 0.0 -0.1 0.0 0.300
O 3.313519 -1.001834 -3.474872 0.0 0.0 0.0 -0.159
O 2.071565 -3.170514 -2.884800 0.0 0.0 0.0 -0.310
O 1.931843 -1.016595 -1.396221 0.1 0.0 0.0 -0.446
P -0.938553 -2.063873 -3.347251 0.0 0.0 -0.1 0.263
O -0.569852 -3.548094 -3.832355 0.0 0.0 0.0 -0.154
O -1.957596 -1.433323 -4.229612 0.0 0.0 0.0 -0.323
O -1.068297 -2.018867 -1.853751 0.0 0.0 0.1 -0.422
H 0.950570 0.908565 -4.066573 0.0 0.0 0.0 0.149
H 0.227540 0.556398 -2.616538 0.1 0.0 0.0 0.000
H -0.664524 0.406357 -4.026819 0.0 0.0 0.0 0.139
H 1.777765 -0.724886 -5.604461 0.0 0.0 0.0 0.074
H 0.059443 -1.157119 -5.887557 0.0 0.0 0.0 0.081
H 1.238358 -2.398784 -5.458133 0.0 0.0 0.0 0.085
H 3.693496 -0.372649 -2.849693 0.0 0.0 0.0 0.061
H 0.293053 -3.782284 -3.427591 0.0 0.0 0.0 0.042
C 0.935654 -4.540634 1.386590 0.0 0.0 0.0 -0.145
C 0.590297 -3.401622 0.431099 0.0 0.0 0.0 -0.388
P 0.429992 -1.745474 1.175569 0.0 0.0 0.0 0.794
C -0.699888 -2.022097 2.597604 0.0 0.0 0.0 -0.380
C -1.425943 -0.775748 3.096779 0.0 0.0 0.0 -0.159
C 2.077060 -1.420216 1.901316 0.0 0.0 0.0 -0.384
C 2.148173 -0.128721 2.711004 0.0 0.0 0.0 -0.151
H 1.008264 -5.481286 0.838003 0.0 0.0 0.0 0.069
H 0.177587 -4.670379 2.161515 0.0 0.0 0.0 0.057
H 1.894621 -4.379388 1.881902 0.0 0.0 0.0 0.057
H -0.354991 -3.576433 -0.087097 0.0 0.0 0.0 0.071
H 1.336479 -3.307561 -0.360270 0.0 0.0 0.0 0.058
H -0.134730 -2.502169 3.403516 0.0 0.0 0.0 0.081
H -1.429817 -2.755552 2.242493 0.0 0.0 0.0 0.083
H -0.744295 -0.029459 3.501833 0.0 0.0 0.0 0.047
H -2.135022 -1.037334 3.884835 0.0 0.0 0.0 0.071
H -1.975711 -0.302179 2.282740 0.0 0.0 0.0 0.032
H 2.744975 -1.373087 1.037682 0.0 0.0 0.0 0.072
H 2.376034 -2.276096 2.513359 0.0 0.0 0.0 0.071
H 1.823422 0.722394 2.109867 0.0 0.0 0.0 0.015
H 3.172696 0.062376 3.036745 0.0 0.0 0.0 0.068
H 1.522608 -0.180017 3.603641 0.0 0.0 0.0 0.061
```
Forces are in eV/Å.